# 1
101
Properties=species:S:1:pos:R:3:forces:R:3:lowdin_spin:R:1 method="wB97M-V/def2-TZVPD" molar_mass_da=1068.0 multiplicity=4 homo_ev="-7.10 / -7.10" s2=3.7527 max_force_ev_per_a=1.7 energy_ha=-3517.25060 e_lumo_ev="-0.618 / -0.578" gap_ev="6.477 / 6.517"
Nd -0.918 0.540 -0.246 0.0 -0.9 0.7 3.03
C -2.758 -2.332 0.956 -0.1 -0.3 -0.4 0.00
C -3.848 -1.805 0.337 0.2 -0.1 -0.1 0.00
C -4.591 -1.018 1.308 -0.2 0.1 0.0 0.00
C -3.914 -1.240 2.578 0.2 -0.2 0.2 0.00
C -2.807 -1.983 2.349 -0.2 -0.1 0.5 0.00
H -2.021 -2.993 0.536 -0.1 0.0 -0.1 0.00
H -4.190 -1.951 -0.670 0.1 0.0 -0.2 0.00
H -5.673 -1.013 1.269 0.0 0.1 0.0 0.00
H -4.241 -0.838 3.522 0.0 0.1 0.1 0.00
H -2.091 -2.308 3.081 0.1 0.0 0.1 0.00
C -2.720 -0.685 -2.698 0.3 0.0 -0.2 0.00
C -2.130 -1.965 -3.292 0.0 0.0 0.3 0.00
C -2.524 -3.240 -2.543 0.0 0.1 -0.2 0.00
C -0.626 -1.911 -3.481 -0.1 0.0 -0.1 0.00
C -0.199 -2.055 -4.794 0.0 0.0 0.0 0.00
C 1.136 -2.157 -5.124 0.1 0.0 0.0 0.00
C 2.071 -2.074 -4.118 0.0 0.0 -0.1 0.00
C 1.704 -1.870 -2.794 -0.3 0.1 0.3 0.00
C 2.834 -1.714 -1.794 0.2 0.0 0.1 0.00
C 3.818 -0.622 -2.235 -0.1 -0.1 0.1 0.00
C 3.577 -3.044 -1.621 -0.1 0.2 0.2 0.00
C 0.335 -1.809 -2.455 0.3 -0.3 -0.8 0.00
N -0.027 -1.630 -1.088 0.3 -0.1 0.6 -0.01
C 0.377 -2.565 -0.275 -0.4 0.2 -0.5 0.00
C 0.344 -2.596 1.150 0.2 0.2 0.7 0.00
C 0.306 -3.902 1.695 0.0 -0.1 0.0 0.00
C 0.300 -4.156 3.037 -0.1 -0.2 -0.1 0.00
C 0.402 -3.077 3.923 0.0 0.1 -0.2 0.00
C 0.507 -1.804 3.443 -0.1 0.1 0.1 0.00
C 0.449 -1.480 2.055 -0.2 -0.4 0.0 0.00
N 0.512 -0.187 1.666 -0.3 0.3 -1.0 -0.01
C 1.287 0.654 2.516 0.3 0.4 0.4 0.00
C 2.652 0.336 2.722 -0.2 0.1 -0.1 0.00
C 3.430 1.110 3.569 0.0 0.0 0.1 0.00
C 2.930 2.220 4.212 -0.1 0.0 -0.1 0.00
C 1.612 2.555 3.992 0.2 0.0 0.0 0.00
C 0.778 1.796 3.178 -0.2 0.0 0.1 0.00
C -0.656 2.296 3.140 0.0 -0.2 -0.3 0.00
C -0.942 3.113 1.876 0.1 -0.2 0.4 0.00
C -1.678 1.187 3.361 0.2 0.2 -0.1 0.00
C 3.369 -0.818 2.053 0.1 -0.1 0.0 0.00
C 4.556 -0.297 1.239 -0.2 -0.1 0.0 0.00
C 3.862 -1.834 3.088 -0.2 0.0 -0.1 0.00
H -3.807 -0.705 -2.781 0.0 0.1 0.4 0.00
H -2.355 0.176 -3.262 0.0 0.0 0.2 0.00
H -2.437 -0.572 -1.634 -0.6 -0.3 -0.6 0.00
H -2.566 -2.051 -4.296 0.1 0.1 0.1 0.00
H -2.126 -3.252 -1.533 0.0 0.0 0.1 0.00
H -2.130 -4.106 -3.072 0.0 -0.1 0.0 0.00
H -3.606 -3.343 -2.493 -0.1 0.0 0.1 0.00
H -0.941 -2.111 -5.578 -0.1 0.0 0.0 0.00
H 1.440 -2.302 -6.149 0.0 0.0 -0.1 0.00
H 3.116 -2.170 -4.366 0.1 0.0 0.0 0.00
H 2.437 -1.414 -0.819 0.0 0.0 -0.1 0.00
H 4.208 -0.810 -3.233 0.0 0.0 -0.1 0.00
H 4.659 -0.581 -1.548 0.1 0.0 0.0 0.00
H 3.333 0.354 -2.241 0.1 0.0 0.0 0.00
H 4.067 -3.338 -2.548 0.1 0.0 -0.1 0.00
H 2.891 -3.839 -1.339 0.0 -0.1 0.0 0.00
H 4.333 -2.955 -0.844 0.1 0.0 0.1 0.00
H 0.749 -3.496 -0.722 -0.1 0.2 -0.1 0.00
H 0.237 -4.733 1.005 0.0 -0.1 -0.1 0.00
H 0.206 -5.166 3.405 0.1 -0.1 0.0 0.00
H 0.384 -3.253 4.989 0.0 0.0 0.1 0.00
H 0.577 -0.978 4.136 0.0 0.0 0.0 0.00
H 4.459 0.833 3.733 0.2 0.0 0.0 0.00
H 3.551 2.805 4.872 0.1 0.1 0.1 0.00
H 1.204 3.429 4.479 -0.1 0.1 0.1 0.00
H -0.767 2.996 3.979 0.1 -0.1 -0.2 0.00
H -0.969 2.467 0.978 -0.1 0.8 0.4 0.00
H -0.158 3.855 1.724 0.1 -0.1 -0.2 0.00
H -1.892 3.631 1.978 -0.1 -0.1 -0.3 0.00
H -1.640 0.447 2.553 -0.2 0.1 0.4 0.00
H -2.677 1.612 3.424 -0.1 -0.1 -0.1 0.00
H -1.472 0.672 4.296 0.1 -0.2 0.1 0.00
H 2.694 -1.332 1.368 0.0 0.1 0.0 0.00
H 5.299 0.169 1.880 0.1 0.0 0.1 0.00
H 4.223 0.444 0.518 0.0 0.1 -0.1 0.00
H 5.036 -1.122 0.716 0.1 -0.1 -0.1 0.00
H 4.589 -1.377 3.755 0.1 0.0 0.1 0.00
H 4.336 -2.681 2.595 0.1 -0.1 -0.1 0.00
H 3.038 -2.211 3.687 0.0 0.0 0.1 0.00
O -0.097 0.966 -2.548 0.8 0.1 -0.4 0.00
S 1.103 1.726 -2.019 -0.8 -0.2 -0.3 0.00
N 1.000 1.918 -0.565 0.8 0.6 0.3 -0.01
I -4.120 1.144 0.769 -0.7 -0.2 0.0 0.00
I -4.335 4.143 0.511 -0.2 0.6 0.0 0.00
N -2.033 2.428 -1.511 -0.1 0.9 -0.3 0.00
C -2.174 3.487 -1.945 0.1 -1.6 0.7 0.00
C -2.260 4.790 -2.457 0.0 1.2 -0.5 0.00
C -3.492 5.371 -2.765 0.1 -0.1 0.0 0.00
C -3.528 6.675 -3.219 0.0 0.0 -0.1 0.00
C -2.355 7.395 -3.380 0.0 -0.1 0.0 0.00
C -1.131 6.813 -3.085 0.0 0.1 0.0 0.00
C -1.073 5.514 -2.619 -0.2 -0.1 0.0 0.00
H -4.406 4.817 -2.625 -0.1 -0.1 0.1 0.00
H -4.478 7.135 -3.443 -0.1 0.0 0.0 0.00
H -2.393 8.413 -3.738 0.0 0.1 0.0 0.00
H -0.221 7.376 -3.218 0.1 0.0 0.0 0.00
H -0.125 5.057 -2.375 0.0 0.0 0.0 0.00

# 2
109
Properties=species:S:1:pos:R:3:forces:R:3:mulliken_charge:R:1 method="wB97M-V/def2-TZVPD" relative_energy_kcal_mol=18.7 molar_mass_da=1113.1 homo_ev=-2.30 total_charge=-2 max_force_ev_per_a=0.8 energy_ha=-5917.05397 e_lumo_ev=4.113 gap_ev=6.410
Pb 0.035 -0.092 0.225 0.0 0.5 -0.6 2.53
S -1.094 -2.093 1.676 -0.2 -0.1 0.3 -0.44
C -2.551 -1.551 2.513 0.0 0.0 -0.1 0.16
C -3.079 -2.455 3.459 -0.1 0.1 0.0 -0.75
C -4.222 -2.181 4.184 0.1 0.0 -0.1 -0.64
C -4.908 -0.984 3.984 0.0 0.0 0.0 -0.89
C -4.411 -0.087 3.057 0.1 0.0 0.0 -0.06
C -3.242 -0.336 2.326 -0.1 0.0 0.1 -0.51
As -2.595 1.017 1.070 -0.4 -0.2 0.5 1.14
C -4.144 1.228 -0.102 0.1 0.0 -0.2 0.56
C -4.022 2.140 -1.150 0.0 -0.1 0.0 -0.19
C -5.056 2.320 -2.057 0.0 0.0 0.0 -0.89
C -6.219 1.570 -1.942 0.1 0.0 0.1 -0.49
C -6.329 0.629 -0.929 0.0 0.1 0.0 -0.72
C -5.294 0.453 -0.017 0.0 0.1 0.0 -0.57
C -2.780 2.643 2.168 0.2 0.1 0.1 0.32
C -2.793 2.630 3.562 0.0 0.0 -0.1 -0.10
C -2.756 3.817 4.286 -0.1 0.1 -0.1 -0.71
C -2.664 5.037 3.630 0.0 -0.1 0.0 -0.43
C -2.617 5.061 2.242 0.0 0.0 0.1 -0.84
C -2.680 3.876 1.523 0.0 0.0 0.0 -0.13
H -2.554 -3.392 3.605 0.0 0.0 0.0 0.42
H -4.585 -2.903 4.908 0.0 0.0 0.0 0.34
H -5.807 -0.754 4.545 0.0 0.0 0.0 0.38
H -4.942 0.842 2.889 0.0 0.1 0.0 0.57
H -3.092 2.681 -1.286 0.0 0.0 0.0 0.24
H -4.942 3.026 -2.872 0.0 0.0 0.0 0.38
H -7.022 1.696 -2.659 0.0 0.0 0.0 0.34
H -7.217 0.011 -0.857 0.0 0.0 0.0 0.37
H -5.384 -0.308 0.745 0.0 0.0 0.0 0.38
H -2.814 1.689 4.096 0.0 0.0 0.0 0.39
H -2.777 3.784 5.369 0.0 0.0 0.0 0.34
H -2.605 5.959 4.197 0.0 0.0 0.0 0.33
H -2.501 6.001 1.716 0.0 0.0 0.0 0.40
H -2.633 3.920 0.442 0.0 0.0 0.0 0.01
C 0.706 0.234 3.993 -0.1 -0.2 0.0 -0.22
Si 1.232 1.952 3.470 0.0 -0.1 0.1 0.39
C 0.524 3.105 4.794 -0.2 0.1 0.0 -1.15
C 3.120 2.045 3.698 0.2 0.0 -0.1 -1.30
N 0.695 2.219 1.880 0.1 0.3 -0.2 0.83
C 0.919 3.389 1.224 0.0 -0.1 0.3 0.78
C 1.681 4.494 1.711 0.0 -0.1 0.0 -0.69
C 1.901 5.657 0.983 -0.1 -0.1 0.0 -0.99
C 1.373 5.814 -0.294 0.0 -0.1 0.1 -0.56
C 0.605 4.771 -0.811 0.0 0.0 0.0 -0.72
C 0.392 3.636 -0.067 0.1 0.1 0.0 -0.28
F -0.400 2.675 -0.627 -0.1 -0.1 -0.1 -0.06
H 0.994 0.027 5.034 0.0 0.1 -0.1 0.52
H 1.147 -0.544 3.359 -0.1 0.0 0.1 -0.36
H -0.384 0.129 3.917 0.1 0.0 0.0 -0.09
H 1.148 3.104 5.695 0.0 0.0 0.0 0.45
H -0.482 2.772 5.074 0.2 0.1 0.0 0.15
H 0.434 4.136 4.432 0.0 -0.1 0.1 0.33
H 3.469 1.280 4.405 -0.1 0.1 -0.1 0.37
H 3.449 3.021 4.076 0.0 -0.1 0.0 0.43
H 3.629 1.878 2.741 0.0 0.0 0.1 0.20
H 2.113 4.411 2.705 0.0 0.0 -0.1 0.13
H 2.496 6.451 1.424 0.0 -0.1 0.0 0.36
H 1.556 6.709 -0.875 0.0 0.0 0.0 0.36
H 0.165 4.824 -1.801 0.0 0.0 0.1 0.42
O -3.133 -1.027 -3.015 0.2 0.1 0.2 -0.76
C -1.998 -0.938 -2.532 -0.2 -0.1 0.1 -0.45
O -1.735 -0.593 -1.330 0.1 0.0 -0.2 -0.32
C -0.838 -1.303 -3.470 0.1 0.2 0.0 0.46
C -1.164 -2.065 -4.554 -0.1 -0.1 -0.2 -0.31
C -0.217 -2.419 -5.532 -0.1 0.0 0.0 -0.71
C 1.072 -1.942 -5.453 0.1 0.0 -0.1 -0.28
C 1.432 -1.144 -4.392 -0.1 0.1 0.1 -0.69
C 0.528 -0.832 -3.286 0.2 -0.1 0.1 0.33
O 0.935 -0.258 -2.251 -0.1 0.0 -0.1 -0.43
N 2.811 -0.669 -4.394 0.0 -0.3 0.2 1.16
O 3.100 0.334 -3.768 -0.1 0.1 -0.1 -0.60
O 3.649 -1.323 -5.021 -0.2 0.1 0.0 -0.70
N -0.596 -3.237 -6.655 0.0 0.0 0.0 1.03
O -1.748 -3.647 -6.723 0.0 0.0 0.0 -0.67
O 0.248 -3.500 -7.510 0.0 0.0 0.1 -0.68
H -2.190 -2.385 -4.661 0.0 0.0 0.0 0.62
H 1.794 -2.172 -6.219 0.0 0.0 0.0 0.61
C 5.304 -1.934 2.050 -0.1 0.0 0.1 -1.58
C 3.784 -1.778 2.142 0.0 0.0 0.1 1.39
C 3.168 -2.800 3.108 0.0 0.0 0.0 -1.74
P 2.763 -1.739 0.590 0.2 -0.1 0.0 0.68
C 2.626 -3.496 0.013 0.0 0.0 -0.1 0.46
C 3.865 -4.389 -0.066 0.0 -0.1 0.0 -1.61
C 1.861 -3.491 -1.319 0.0 0.0 0.0 -1.38
C 3.701 -0.768 -0.674 0.0 0.0 0.0 2.68
C 3.939 0.643 -0.122 0.0 0.0 0.0 -1.48
C 4.951 -1.337 -1.347 0.0 0.1 0.0 -1.68
H 5.715 -2.045 3.060 0.0 0.0 0.0 0.49
H 5.770 -1.058 1.600 0.0 0.0 0.0 0.30
H 5.600 -2.810 1.473 0.0 0.0 0.0 0.18
H 3.588 -0.786 2.563 0.0 0.0 0.0 -0.62
H 3.468 -3.821 2.846 0.0 0.1 0.0 0.34
H 2.074 -2.755 3.104 0.1 0.0 0.0 0.36
H 3.510 -2.604 4.129 0.0 0.0 0.0 0.48
H 1.959 -3.922 0.770 -0.1 0.0 0.0 0.47
H 4.568 -4.049 -0.825 0.0 0.0 0.0 0.19
H 3.558 -5.408 -0.333 0.0 0.1 0.0 0.48
H 4.395 -4.449 0.887 0.0 0.0 0.0 0.32
H 2.465 -3.054 -2.122 -0.1 0.0 0.1 0.14
H 0.932 -2.917 -1.254 0.1 0.0 0.0 0.12
H 1.601 -4.512 -1.611 0.0 0.0 0.0 0.56
H 2.944 -0.648 -1.455 0.0 0.0 0.0 -1.50
H 4.794 0.676 0.559 0.0 0.0 0.0 0.27
H 3.063 1.029 0.412 0.0 0.0 0.0 0.08
H 4.136 1.325 -0.953 0.0 0.0 0.0 0.48
H 5.771 -1.511 -0.645 -0.1 0.0 0.0 0.22
H 5.295 -0.622 -2.104 0.0 -0.1 0.1 0.47
H 4.738 -2.270 -1.871 0.0 0.0 0.0 0.33